[1]
Computed, not measured: 4 unconnected molecules or ions with the total composition C24H60N4O8 in a non-equilibrium geometry, with the ωB97M-V functional and the def2-TZVPD basis.

The geometry in XYZ format:
```
96
C24H60N4O8, DFT the ωB97M-V functional and the def2-TZVPD basis
C 0.042 1.380 -9.833
O 0.311 1.859 -8.535
C 0.676 0.761 -7.695
C 1.516 1.416 -6.566
N 2.115 0.527 -5.611
C 3.219 1.146 -4.856
C 4.070 0.211 -4.009
O 3.629 0.302 -2.658
C 2.526 -0.512 -2.352
H -0.588 2.129 -10.321
H -0.621 0.507 -9.905
H 0.888 1.155 -10.486
H 1.318 0.055 -8.222
H -0.213 0.341 -7.225
H 0.893 2.157 -6.048
H 2.209 2.129 -7.042
H 2.458 -0.328 -6.032
H 2.834 2.056 -4.396
H 3.907 1.555 -5.619
H 5.088 0.594 -4.079
H 4.127 -0.825 -4.359
H 1.590 -0.408 -2.919
H 2.392 -0.354 -1.286
H 2.753 -1.549 -2.655
C -1.986 -2.997 -0.946
O -1.978 -3.543 0.367
C -3.291 -3.805 0.874
C -3.131 -4.271 2.311
N -2.058 -5.276 2.378
C -1.672 -5.762 3.682
C -0.526 -6.748 3.517
O 0.457 -6.716 4.525
C 0.145 -7.507 5.649
H -1.504 -3.689 -1.634
H -1.631 -1.970 -1.003
H -3.022 -2.842 -1.270
H -3.795 -4.581 0.294
H -3.887 -2.888 0.876
H -4.115 -4.666 2.574
H -2.780 -3.502 3.009
H -1.342 -5.091 1.699
H -2.541 -6.245 4.132
H -1.305 -4.919 4.286
H -0.105 -6.782 2.506
H -0.880 -7.792 3.455
H 0.874 -7.312 6.429
H -0.015 -8.571 5.447
H -0.842 -7.168 5.999
C -1.790 1.084 -4.388
O -1.214 1.328 -3.123
C -1.659 0.435 -2.099
C -1.251 0.919 -0.695
N -2.113 0.332 0.284
C -2.272 1.187 1.472
C -3.424 0.735 2.426
O -4.155 1.899 2.796
C -5.503 1.653 3.140
H -1.545 1.926 -5.026
H -2.853 0.827 -4.332
H -1.333 0.163 -4.779
H -1.116 -0.464 -2.426
H -2.727 0.222 -2.191
H -1.291 2.011 -0.720
H -0.171 0.789 -0.549
H -1.892 -0.615 0.556
H -2.484 2.210 1.174
H -1.348 1.167 2.059
H -3.050 0.198 3.296
H -4.093 0.131 1.806
H -6.034 1.230 2.282
H -5.921 2.596 3.482
H -5.521 0.933 3.967
C -0.267 4.229 5.678
O 0.991 3.678 5.306
C 2.044 4.574 5.537
C 3.408 3.884 5.390
N 3.538 3.117 4.159
C 3.640 3.988 2.978
C 3.881 3.124 1.742
O 2.655 2.487 1.477
C 2.576 1.798 0.265
H -0.150 4.763 6.623
H -0.960 3.393 5.731
H -0.636 4.934 4.925
H 1.988 5.184 6.448
H 1.965 5.356 4.761
H 3.536 3.234 6.260
H 4.211 4.625 5.381
H 2.606 2.713 4.043
H 4.466 4.691 3.131
H 2.787 4.642 2.764
H 4.641 2.362 1.950
H 4.223 3.750 0.908
H 3.394 1.150 -0.058
H 2.403 2.478 -0.586
H 1.612 1.289 0.322
```

- Gap between HOMO and LUMO: 0.3338 Ha
- E: -48193.4859 eV
- E_LUMO: 0.8 eV
- Relative energy (zero: lowest compared OMol25 entry of this formula, charge and spin): 6.609 eV
- Structure (SMILES): COCCNCCOC.COCCNCCOC.COCCNCCOC.COCCNCCOC

[2]
Computed, not measured: a molecular structure, C24H61N3NaO8 in a non-equilibrium geometry, with the ωB97M-V functional and the def2-TZVPD basis.

The geometry in XYZ format:
```
97
C24H61N3NaO8, DFT the ωB97M-V functional and the def2-TZVPD basis
Na 9.523 6.879 -10.247
C 5.250 8.191 -5.721
C 6.295 9.351 -5.657
C 7.289 9.283 -4.559
O 6.883 9.448 -6.892
H 5.664 7.330 -6.247
H 4.447 8.565 -6.355
H 4.758 8.012 -4.765
H 5.630 10.211 -5.583
H 6.784 9.096 -3.611
H 7.868 10.205 -4.510
H 8.102 8.582 -4.749
H 6.895 10.390 -7.077
C 7.151 6.017 -15.671
C 7.254 7.507 -15.377
C 7.776 8.326 -16.537
O 5.971 8.020 -15.121
H 6.225 5.612 -15.263
H 8.055 5.541 -15.291
H 7.244 5.820 -16.739
H 7.895 7.774 -14.537
H 8.789 8.094 -16.863
H 7.743 9.402 -16.367
H 7.133 8.157 -17.401
H 6.073 8.953 -15.320
C 11.922 7.808 -7.491
O 10.907 8.015 -8.532
C 10.040 9.185 -8.189
C 9.339 9.834 -9.374
N 8.287 8.913 -9.830
C 7.734 9.340 -11.085
C 6.656 8.468 -11.748
O 7.198 7.186 -11.986
C 6.240 6.145 -11.838
H 11.585 7.258 -6.612
H 12.336 8.783 -7.235
H 12.650 7.062 -7.811
H 10.560 10.077 -7.839
H 9.482 8.762 -7.354
H 10.051 10.072 -10.164
H 8.937 10.768 -8.981
H 7.543 8.885 -9.148
H 8.588 9.561 -11.725
H 7.424 10.368 -10.902
H 6.400 8.801 -12.754
H 5.732 8.502 -11.171
H 5.430 6.345 -12.538
H 5.837 6.066 -10.828
H 6.761 5.230 -12.119
C 7.731 5.884 -7.315
O 8.766 5.584 -8.241
C 8.675 4.288 -8.852
C 10.012 3.968 -9.485
N 9.950 4.490 -10.902
C 11.240 4.780 -11.553
C 11.048 5.609 -12.805
O 10.956 6.961 -12.509
C 10.909 7.746 -13.632
H 7.573 5.103 -6.571
H 6.794 5.914 -7.869
H 7.929 6.866 -6.886
H 7.871 4.146 -9.574
H 8.464 3.503 -8.126
H 10.227 2.923 -9.706
H 10.849 4.412 -8.947
H 9.584 3.668 -11.359
H 11.592 3.765 -11.734
H 12.074 5.092 -10.923
H 10.166 5.416 -13.416
H 11.858 5.327 -13.477
H 10.830 8.776 -13.285
H 9.962 7.813 -14.167
H 11.742 7.695 -14.333
C 14.827 10.610 -8.304
O 15.552 9.729 -9.114
C 15.961 10.452 -10.312
C 15.877 9.516 -11.543
N 14.541 9.041 -11.714
C 14.223 8.131 -12.747
C 14.742 6.687 -12.445
O 14.436 6.328 -11.155
C 14.921 5.045 -10.815
H 14.773 10.132 -7.325
H 13.814 10.774 -8.671
H 15.355 11.527 -8.045
H 16.933 10.887 -10.079
H 15.215 11.181 -10.628
H 16.663 8.764 -11.481
H 16.060 10.022 -12.490
H 14.334 8.646 -10.808
H 14.437 8.495 -13.752
H 13.149 8.251 -12.893
H 15.785 6.591 -12.746
H 14.338 6.016 -13.203
H 15.926 5.035 -10.393
H 14.851 4.468 -11.738
H 14.196 4.604 -10.131
```

- Net charge: +1
- Gap between HOMO and LUMO: 0.3144 Ha
- E: -51133.9860 eV
- E_LUMO: -1.9 eV
- Relative energy (zero: lowest compared OMol25 entry of this formula, charge and spin): 0.248 eV

[3]
Computed, not measured: 5 unconnected molecules or ions with the total composition C24H61N3O8 in a non-equilibrium geometry, with the ωB97M-V functional and the def2-TZVPD basis.

The geometry in XYZ format:
```
96
C24H61N3O8, DFT the ωB97M-V functional and the def2-TZVPD basis
C -5.585 15.626 -35.733
O -6.168 16.412 -36.787
C -7.204 17.176 -36.254
C -7.999 17.750 -37.420
N -9.318 18.305 -36.915
C -9.041 19.603 -36.366
C -10.383 20.265 -35.983
O -9.952 21.392 -35.237
C -9.384 21.181 -33.927
H -5.604 16.267 -34.773
H -4.604 15.410 -36.033
H -6.161 14.803 -35.467
H -6.807 18.010 -35.697
H -7.889 16.701 -35.611
H -8.299 16.970 -38.098
H -7.394 18.389 -38.067
H -9.790 17.758 -36.196
H -8.576 20.233 -37.075
H -8.430 19.416 -35.530
H -11.088 19.601 -35.471
H -10.808 20.624 -36.876
H -9.739 21.940 -33.191
H -8.329 21.008 -33.795
H -9.959 20.405 -33.430
C -9.611 14.742 -40.723
O -10.608 14.171 -39.829
C -11.737 15.018 -39.511
C -11.421 15.859 -38.279
N -12.688 16.586 -38.038
C -12.709 17.203 -36.719
C -13.867 18.168 -36.672
O -13.708 19.242 -37.518
C -14.855 20.023 -37.727
H -8.904 13.947 -40.924
H -8.904 15.342 -40.199
H -9.852 15.169 -41.680
H -12.505 14.321 -39.253
H -12.158 15.719 -40.217
H -10.487 16.479 -38.398
H -11.135 15.151 -37.587
H -12.644 17.370 -38.735
H -11.939 17.982 -36.625
H -12.794 16.494 -35.931
H -13.965 18.453 -35.631
H -14.804 17.652 -37.064
H -15.569 19.575 -38.354
H -14.497 20.804 -38.360
H -15.289 20.446 -36.826
C -10.894 25.655 -37.202
O -11.305 24.431 -37.898
C -10.379 23.357 -37.677
C -9.124 23.355 -38.615
N -8.232 22.344 -38.117
C -7.215 21.747 -38.956
C -7.816 20.719 -39.955
O -6.808 20.047 -40.662
C -7.095 18.844 -41.181
H -9.922 26.019 -37.575
H -10.700 25.333 -36.110
H -11.494 26.536 -37.247
H -10.980 22.457 -37.941
H -10.165 23.149 -36.588
H -8.586 24.298 -38.533
H -9.520 23.223 -39.664
H -7.793 22.759 -37.230
H -6.650 21.184 -38.256
H -6.558 22.523 -39.476
H -8.529 21.238 -40.526
H -8.366 19.947 -39.301
H -7.689 18.914 -42.154
H -7.642 18.186 -40.549
H -6.194 18.294 -41.368
C -15.617 16.923 -39.931
C -15.998 15.660 -39.193
C -17.176 14.997 -39.810
O -14.819 14.904 -39.116
H -16.362 17.548 -40.397
H -14.850 16.718 -40.666
H -15.285 17.705 -39.177
H -16.328 15.980 -38.175
H -18.026 15.679 -40.006
H -17.464 14.209 -39.153
H -17.036 14.422 -40.735
H -14.143 15.428 -38.634
C -10.348 18.161 -40.626
C -11.408 18.856 -39.691
C -11.536 20.361 -39.933
O -12.709 18.367 -39.985
H -10.873 17.490 -41.318
H -9.550 17.829 -39.949
H -9.852 18.972 -41.205
H -11.184 18.676 -38.596
H -10.600 20.851 -39.662
H -12.251 20.785 -39.244
H -11.780 20.457 -41.036
H -13.440 18.819 -39.546
```

- Gap between HOMO and LUMO: 0.3382 Ha
- E: -46718.9214 eV
- E_LUMO: 0.5 eV
- Relative energy (zero: lowest compared OMol25 entry of this formula, charge and spin): 4.035 eV
- Structure (SMILES): COCCNCCOC.COCCNCCOC.COCCNCCOC.CC(C)O.CC(C)O

[4]
Computed, not measured: 8 unconnected molecules or ions with the total composition C24H62BCl3F4N4O2 in a non-equilibrium geometry, with the ωB97M-V functional and the def2-TZVPD basis.

The geometry in XYZ format:
```
100
C24H62BCl3F4N4O2, DFT the ωB97M-V functional and the def2-TZVPD basis
N 0.773 1.740 1.123
H -0.150 2.064 1.372
H 1.358 2.484 0.769
H 0.823 0.983 0.456
H 1.050 1.464 2.054
C -1.955 -1.044 4.433
C -1.029 -1.769 3.524
N -1.754 -2.438 2.285
C -2.262 -1.292 1.338
C -0.694 -3.301 1.583
C 0.307 -2.563 0.657
C -2.867 -3.466 2.530
C -2.553 -4.697 3.501
O -1.544 -5.644 3.008
C -0.767 -6.285 3.969
H -2.646 -1.709 4.951
H -2.413 -0.150 4.010
H -1.240 -0.807 5.222
H -0.541 -2.513 4.155
H -0.320 -1.213 2.911
H -1.518 -0.495 1.318
H -3.183 -0.935 1.800
H -2.659 -1.663 0.393
H -1.143 -4.066 0.948
H -0.231 -3.841 2.409
H 1.155 -2.097 1.159
H -0.050 -1.609 0.269
H 0.569 -3.117 -0.244
H -3.276 -3.659 1.538
H -3.567 -2.783 3.011
H -3.459 -5.223 3.802
H -2.252 -4.308 4.473
H -0.326 -5.532 4.624
H 0.073 -6.838 3.547
H -1.452 -6.943 4.503
C -4.688 0.662 -0.328
C -3.510 1.423 -1.059
N -3.619 1.941 -2.545
C -4.858 2.819 -2.734
C -2.273 2.652 -2.941
C -1.683 3.608 -1.897
C -3.723 0.636 -3.353
C -3.495 0.727 -4.858
O -4.694 1.207 -5.383
C -4.635 1.503 -6.821
H -4.664 0.928 0.729
H -4.569 -0.420 -0.375
H -5.693 0.930 -0.654
H -2.506 1.022 -0.920
H -3.628 2.343 -0.486
H -4.877 3.542 -1.918
H -5.718 2.152 -2.783
H -4.687 3.164 -3.753
H -2.445 3.146 -3.898
H -1.584 1.808 -2.966
H -2.390 4.296 -1.434
H -0.910 4.153 -2.438
H -1.285 3.095 -1.022
H -4.692 0.167 -3.187
H -2.882 0.037 -3.004
H -3.466 -0.338 -5.089
H -2.625 1.304 -5.174
H -4.905 0.692 -7.497
H -3.654 1.916 -7.053
H -5.253 2.310 -7.215
C 3.785 -2.649 -1.261
C 4.355 -1.276 -1.140
C 4.435 -0.611 0.183
N 5.168 0.792 0.201
C 4.575 1.791 -0.903
C 5.132 1.347 1.632
C 6.252 0.687 2.385
C 7.183 0.157 1.371
C 6.711 0.621 0.060
H 2.700 -2.549 -1.230
H 4.225 -3.339 -0.540
H 3.929 -3.160 -2.213
H 3.887 -0.558 -1.813
H 5.383 -1.308 -1.501
H 4.861 -1.375 0.834
H 3.401 -0.393 0.451
H 5.113 1.794 -1.851
H 4.532 2.817 -0.538
H 3.512 1.607 -1.056
H 5.193 2.426 1.488
H 4.119 1.118 1.963
H 6.749 1.513 2.893
H 5.800 0.030 3.129
H 8.173 0.503 1.667
H 7.052 -0.925 1.332
H 7.066 1.648 -0.030
H 6.972 0.071 -0.844
Cl -2.057 2.712 1.876
Cl 2.181 0.161 3.554
Cl 0.865 0.300 -1.719
B 1.554 5.179 -0.770
F 0.688 5.332 -1.810
F 1.538 6.206 0.151
F 1.466 3.970 -0.047
F 2.857 5.205 -1.253
```

- Net charge: +1
- Multiplicity: 2
- Gap between HOMO and LUMO (alpha / beta): 0.3069 / 0.1107 Ha
- E: -85056.8461 eV
- E_LUMO (alpha / beta): -2.3 / -7.5 eV

[5]
Computed, not measured: 9 unconnected molecules or ions with the total composition C24H62O12 in a non-equilibrium geometry, with the ωB97M-V functional and the def2-TZVPD basis.

The geometry in XYZ format:
```
98
C24H62O12, DFT the ωB97M-V functional and the def2-TZVPD basis
C 0.928 -0.838 -4.479
C 1.444 -1.913 -3.576
C 0.738 -1.636 -2.225
O -0.396 -0.860 -2.630
C -0.502 -0.592 -4.041
H 1.037 -1.097 -5.532
H 1.469 0.104 -4.395
H 2.532 -1.858 -3.606
H 1.055 -2.863 -3.941
H 1.467 -1.076 -1.639
H 0.397 -2.554 -1.746
H -0.872 0.381 -4.366
H -1.239 -1.290 -4.440
C 0.986 -0.749 2.264
C 1.326 0.248 1.174
C -0.048 0.542 0.666
O -0.755 -0.682 0.753
C -0.154 -1.613 1.635
H 0.537 -0.183 3.080
H 1.840 -1.302 2.653
H 1.892 -0.216 0.366
H 1.974 1.071 1.476
H -0.074 0.942 -0.348
H -0.571 1.286 1.266
H 0.373 -2.424 1.132
H -0.836 -2.039 2.370
C -1.721 3.368 -1.150
O -2.745 3.413 -2.143
H -0.798 2.967 -1.568
H -1.543 4.368 -0.755
H -2.084 2.706 -0.364
H -3.500 3.879 -1.775
C 4.287 2.528 1.226
O 3.457 3.190 0.265
H 5.290 2.952 1.198
H 3.897 2.693 2.231
H 4.386 1.443 1.241
H 3.849 3.000 -0.590
C 0.587 3.559 2.561
O 0.927 3.704 1.184
H 0.475 2.549 2.955
H 1.339 4.079 3.154
H -0.348 4.083 2.761
H 1.784 3.303 1.022
C -3.526 0.066 -1.060
O -3.151 -0.895 -0.055
H -2.748 0.279 -1.793
H -4.403 -0.327 -1.574
H -3.819 1.006 -0.593
H -2.217 -0.759 0.120
C -2.135 -4.161 0.227
O -1.214 -4.591 1.193
C -0.062 -5.296 0.689
C -0.358 -6.772 0.335
O -0.736 -7.612 1.363
C -2.146 -7.874 1.324
H -1.734 -3.209 -0.121
H -3.091 -3.985 0.719
H -2.378 -4.872 -0.562
H 0.710 -5.266 1.458
H 0.306 -4.709 -0.153
H 0.609 -7.157 0.010
H -1.056 -6.821 -0.501
H -2.505 -8.126 0.326
H -2.783 -7.077 1.709
H -2.325 -8.754 1.941
C -2.641 1.970 3.707
O -3.658 1.023 3.894
C -3.770 0.143 2.852
C -4.922 -0.794 3.063
O -6.254 -0.211 3.090
C -6.658 0.494 1.958
H -1.742 1.564 3.243
H -2.297 2.374 4.659
H -2.895 2.863 3.136
H -2.863 -0.462 2.841
H -3.799 0.676 1.902
H -4.681 -1.445 3.903
H -4.947 -1.462 2.202
H -6.334 1.528 2.075
H -7.739 0.469 1.823
H -6.161 0.102 1.071
C 5.765 5.525 -0.660
O 5.099 4.602 -1.522
C 5.990 3.626 -2.112
C 5.162 2.585 -2.957
O 4.094 2.097 -2.114
C 3.268 1.178 -2.833
H 5.079 6.170 -0.113
H 6.562 6.103 -1.128
H 6.239 4.895 0.093
H 6.502 2.982 -1.397
H 6.728 4.038 -2.800
H 5.766 1.786 -3.387
H 4.681 3.155 -3.752
H 3.758 0.258 -3.149
H 2.877 1.607 -3.756
H 2.462 0.898 -2.154
```

- Gap between HOMO and LUMO: 0.3507 Ha
- E: -50455.7581 eV
- E_LUMO: 0.5 eV
- Relative energy (zero: lowest compared OMol25 entry of this formula, charge and spin): 1.737 eV
- Structure (SMILES): C1CCOC1.C1CCOC1.COCCOC.COCCOC.COCCOC.CO.CO.CO.CO